[1]
Entry from OMol25: C17H51BN4O6V as an isolated structure (ωB97M-V/def2-TZVPD).

Summary:
2S+1: 2
molar mass: 469.37 g/mol
total charge: 0
HOMO-LUMO gap (alpha / beta): 5.560 / 6.931 eV
HOMO (alpha / beta): -8.60 / -8.60 eV

CARTESIAN COORDINATES (ANGSTROEM)
O -3.00941 0.94749 -2.39834
V -3.64229 0.11513 -1.20091
B -5.08657 -1.28413 0.24650
H -5.94949 -0.44521 0.26270
H -4.91071 -1.54451 -0.90113
H -4.04604 -0.84726 0.58237
H -5.29802 -2.25408 0.88969
C -0.64347 0.30945 0.52215
O -1.83985 0.44283 -0.12552
H 0.15532 0.87973 0.01529
H -0.60207 0.60483 1.57737
H -0.25722 -0.71900 0.46081
C 0.84128 -2.41197 -3.49031
C 1.35284 -2.81718 -2.12266
C 2.50923 -1.94798 -1.62770
O 2.76611 -2.17836 -0.27863
C 3.90326 -1.50464 0.22896
N 0.23196 -2.81649 -1.16658
H 0.50963 -3.28691 -4.04648
H 1.49952 -1.81070 -4.12485
H -0.03449 -1.75397 -3.43531
H 1.72853 -3.84122 -2.20368
H 2.19974 -0.90250 -1.83916
H 3.38633 -2.09250 -2.27759
H 4.04511 -0.55787 -0.29736
H 4.78949 -2.13734 0.12358
H 3.74018 -1.34039 1.29232
H -0.00497 -1.83250 -1.05263
H 0.63683 -3.08006 -0.26925
C -0.82715 3.58193 3.00728
C -2.33216 3.72193 2.90538
C -2.74248 4.97649 2.12980
O -2.29363 6.15264 2.75324
C -1.33486 6.86492 1.99829
N -2.87287 2.52996 2.21937
H -0.43837 4.32007 3.71620
H -0.24983 3.75896 2.09555
H -0.55795 2.60658 3.41965
H -2.77050 3.76529 3.90404
H -3.84001 4.97631 2.08611
H -2.41223 4.83748 1.09164
H -1.09690 7.76406 2.56686
H -1.76757 7.18005 1.04332
H -0.39274 6.33470 1.82893
H -3.57169 2.80354 1.53438
H -2.15307 2.07296 1.67492
C 3.00935 2.75603 -0.27211
C 3.13439 3.96617 -1.18115
C 3.72363 3.62971 -2.52705
O 5.02206 3.08549 -2.37445
C 5.61072 2.69057 -3.58958
N 1.82767 4.66375 -1.34980
H 2.44103 2.98576 0.63348
H 4.00240 2.37367 -0.03586
H 2.43714 1.92580 -0.70579
H 3.81509 4.68336 -0.71349
H 3.81346 4.56625 -3.09890
H 3.07912 2.94796 -3.10242
H 5.07486 3.02421 -4.48360
H 5.78994 1.61628 -3.64630
H 6.57518 3.20560 -3.66556
H 1.43016 4.37027 -2.23957
H 1.19850 4.26008 -0.66237
C -3.52310 -5.25497 1.81082
C -2.15029 -4.70601 1.47727
C -1.18322 -5.65697 0.79616
O -1.09345 -6.85779 1.51304
C -0.09643 -7.71591 1.02251
N -2.33073 -3.57815 0.54345
H -3.45434 -5.94317 2.65417
H -4.01839 -5.73716 0.96846
H -4.16949 -4.43592 2.13607
H -1.71683 -4.26154 2.38174
H -0.21069 -5.12677 0.86726
H -1.34776 -5.69845 -0.28702
H 0.91620 -7.40452 1.30153
H -0.14090 -7.82976 -0.06721
H -0.30742 -8.69686 1.44869
H -1.47707 -3.10541 0.28160
H -2.99755 -2.88216 0.84733

The computed Löwdin charges, all in e, follow:
1 O -0.3245
2 V 1.0855
3 B -0.3610
4 H -0.0015
5 H -0.0375
6 H -0.0705
7 H -0.0015
8 C -0.2099
9 O -0.3054
10 H 0.0769
11 H 0.0820
12 H 0.0691
13 C -0.0626
14 C -0.4221
15 C -0.2408
16 O -0.1907
17 C -0.0850
18 N 0.0493
19 H 0.0772
20 H 0.0776
21 H 0.0746
22 H 0.1379
23 H 0.1249
24 H 0.1318
25 H 0.0790
26 H 0.0899
27 H 0.0884
28 H 0.0431
29 H 0.0640
30 C -0.0694
31 C -0.4181
32 C -0.2303
33 O -0.1723
34 C -0.1089
35 N 0.0508
36 H 0.0820
37 H 0.0699
38 H 0.0774
39 H 0.1362
40 H 0.1250
41 H 0.1253
42 H 0.0882
43 H 0.0893
44 H 0.0805
45 H 0.0595
46 H 0.0164
47 C -0.0669
48 C -0.4297
49 C -0.2312
50 O -0.1824
51 C -0.1144
52 N 0.0421
53 H 0.0711
54 H 0.0762
55 H 0.0653
56 H 0.1364
57 H 0.1326
58 H 0.1310
59 H 0.0850
60 H 0.0844
61 H 0.0875
62 H 0.0624
63 H 0.0478
64 C -0.0563
65 C -0.4226
66 C -0.2312
67 O -0.1734
68 C -0.1188
69 N 0.0437
70 H 0.0764
71 H 0.0855
72 H 0.0684
73 H 0.1355
74 H 0.1164
75 H 0.1303
76 H 0.0868
77 H 0.0873
78 H 0.0865
79 H 0.0205
80 H 0.0278

[2]
Entry from OMol25: C17H51FeO22P5 as an isolated structure (ωB97M-V/def2-TZVPD).

Summary:
2S+1: 7
molar mass: 818.29 g/mol
total charge: 0
HOMO-LUMO gap (alpha / beta): 1.473 / 6.821 eV
HOMO (alpha / beta): -1.06 / -7.62 eV

CARTESIAN COORDINATES (ANGSTROEM)
Fe 0.33646 0.08986 -0.33580
C 2.34012 2.72690 0.41003
O 1.60681 1.53011 0.36571
H 1.87834 3.48962 1.03702
H 3.29164 2.59089 0.92407
H 2.50268 3.16587 -0.57434
C -1.46942 -2.69274 -1.15461
O -0.94680 -1.47791 -0.98134
H -2.35386 -2.91820 -0.55877
H -1.78264 -2.98692 -2.15633
H -0.63624 -3.32538 -0.84856
C 0.01687 0.97847 5.29799
O -0.79254 1.49875 4.19408
P -1.60064 0.48155 3.05665
O -0.82239 0.09050 1.84249
O -2.01510 -0.77338 3.97995
C -2.96196 -1.62700 3.35354
O -2.98372 1.26240 2.80751
C -3.57808 2.04219 3.80337
H 0.07254 -0.09106 5.09527
H -0.45316 1.26011 6.24025
H 0.95373 1.49345 5.08542
H -3.12482 -1.44600 2.29108
H -3.89652 -1.56324 3.91090
H -2.54471 -2.62898 3.45369
H -3.11439 2.98969 4.07782
H -3.76853 1.46260 4.70664
H -4.48986 2.52343 3.44954
C -3.45478 4.73164 -1.24997
O -2.69755 3.51921 -1.38496
P -2.40327 2.48625 -0.17395
O -1.17747 1.61300 -0.23835
O -2.46146 3.51776 1.14479
C -1.22624 4.04374 1.68640
O -3.72690 1.56839 -0.01351
C -3.93500 0.26360 -0.50139
H -2.82955 5.35690 -0.61261
H -4.44276 4.61750 -0.80389
H -3.71698 5.41605 -2.05678
H -0.81038 3.36017 2.42661
H -1.31842 5.09770 1.94860
H -0.41910 3.91971 0.96442
H -3.31846 0.10727 -1.38658
H -4.90326 0.03220 -0.94526
H -3.64062 -0.56347 0.14468
C -2.27415 2.50654 -5.13360
O -1.79834 1.94276 -3.91076
P -0.38094 1.01871 -3.79744
O 0.10406 0.66117 -2.39144
O -0.75945 -0.11572 -4.85093
C -1.89503 -0.87853 -4.60959
O 0.57901 2.00380 -4.62343
C 1.88484 2.43810 -4.37751
H -3.10369 3.18960 -4.95089
H -2.69222 1.76521 -5.81459
H -1.71929 3.34552 -5.55354
H -2.30232 -0.66196 -3.62200
H -1.76851 -1.95996 -4.66052
H -2.67349 -0.50918 -5.27718
H 2.61542 2.20559 -5.15230
H 2.19981 2.00653 -3.42743
H 2.01384 3.47217 -4.05788
C 3.89372 -4.32621 -1.87011
O 2.76566 -3.48733 -1.68277
P 2.83600 -1.89827 -1.97866
O 1.81228 -0.97952 -1.43736
O 4.31840 -1.47848 -1.69614
C 4.60998 -0.49562 -0.77387
O 2.85519 -1.98134 -3.58232
C 1.69148 -2.19489 -4.38814
H 3.68514 -5.39079 -1.97623
H 4.45344 -4.29811 -0.93521
H 4.76941 -4.05582 -2.46016
H 4.88688 0.47016 -1.19660
H 5.37612 -0.93202 -0.13303
H 3.77341 -0.33081 -0.09482
H 0.80229 -2.33453 -3.77337
H 1.94753 -3.16513 -4.81380
H 1.71367 -1.50023 -5.22782
C 0.29180 -3.04748 4.41843
O 0.30003 -2.37135 3.22054
P 1.59111 -1.76987 2.39710
O 1.32730 -1.21559 0.99523
O 2.17199 -0.62375 3.35531
C 3.52259 -0.36096 3.51577
O 2.57806 -3.06901 2.43174
C 2.21208 -4.31467 1.89446
H -0.41406 -2.59627 5.11578
H 1.20058 -2.76353 4.94908
H 0.03093 -4.08157 4.19326
H 3.92044 0.08558 2.60450
H 4.09168 -1.28005 3.65542
H 3.72400 0.24378 4.39998
H 1.31135 -4.32256 1.28068
H 1.83337 -4.86262 2.75727
H 2.90474 -4.93510 1.32579

The computed Löwdin charges, all in e, follow:
1 Fe 1.0635
2 C -0.2532
3 O -0.3562
4 H 0.0491
5 H 0.0553
6 H 0.0607
7 C -0.3201
8 O -0.3513
9 H 0.0571
10 H 0.0506
11 H 0.0684
12 C -0.0866
13 O -0.2798
14 P 0.5698
15 O -0.2513
16 O -0.2492
17 C -0.1078
18 O -0.2257
19 C -0.1303
20 H 0.0572
21 H 0.0843
22 H 0.0815
23 H 0.0751
24 H 0.0931
25 H 0.0845
26 H 0.0860
27 H 0.0941
28 H 0.0932
29 C -0.1005
30 O -0.2131
31 P 0.5925
32 O -0.2846
33 O -0.2536
34 C -0.0832
35 O -0.2069
36 C -0.1042
37 H 0.0795
38 H 0.0897
39 H 0.0866
40 H 0.0745
41 H 0.0956
42 H 0.0657
43 H 0.0684
44 H 0.0903
45 H 0.0769
46 C -0.1228
47 O -0.2450
48 P 0.6147
49 O -0.2830
50 O -0.2158
51 C -0.1259
52 O -0.2019
53 C -0.1156
54 H 0.0793
55 H 0.0842
56 H 0.0881
57 H 0.0756
58 H 0.0954
59 H 0.0872
60 H 0.0929
61 H 0.0743
62 H 0.0868
63 C -0.1486
64 O -0.2044
65 P 0.4802
66 O -0.2707
67 O -0.1884
68 C -0.1386
69 O -0.2276
70 C -0.0814
71 H 0.0898
72 H 0.0666
73 H 0.0896
74 H 0.0955
75 H 0.0840
76 H 0.0601
77 H 0.0866
78 H 0.0870
79 H 0.0912
80 C -0.1903
81 O -0.2521
82 P 0.6104
83 O -0.3090
84 O -0.2168
85 C -0.1845
86 O -0.2478
87 C -0.1577
88 H 0.0753
89 H 0.0825
90 H 0.0907
91 H 0.0809
92 H 0.0694
93 H 0.0831
94 H 0.0827
95 H 0.0733
96 H 0.0848

[3]
Entry from OMol25: a 7-piece molecular cluster, C17H51N3O7 overall (ωB97M-V/def2-TZVPD).

Summary:
molar mass: 409.61 g/mol
total charge: +2
HOMO-LUMO gap: 5.031 eV
HOMO: -13.21 eV
relative energy (zero: lowest compared OMol25 entry of this formula, charge and spin): 210.0 kJ/mol

CARTESIAN COORDINATES (ANGSTROEM)
O -0.94729 3.03580 0.85070
H -0.35807 2.30830 0.63819
H -1.44844 2.61267 1.55171
H -0.47321 3.82272 1.12927
O -0.72887 -0.25413 2.40136
H -1.28633 0.42922 2.78066
H -0.08621 0.07084 1.76655
H -0.36148 -0.67064 3.18440
O 2.64315 1.88329 1.78462
H 2.46964 2.79439 2.03239
H 2.05411 1.63222 1.06936
H 2.53378 1.33813 2.56721
O 0.55594 1.10166 0.65266
H 0.65123 0.43733 -0.05734
C 3.32449 -1.63341 -2.69887
C 3.41717 -0.95380 -1.36270
C 3.36601 -1.92401 -0.13941
O 3.82862 -1.27125 1.08467
C 3.61053 -2.20824 2.20937
N 4.79332 -0.41595 -1.31425
H 4.16427 -2.31903 -2.81202
H 3.29144 -0.91165 -3.51501
H 2.35419 -2.11059 -2.83638
H 2.84162 -0.04611 -1.18122
H 3.97387 -2.72849 -0.55345
H 2.31263 -2.19031 -0.05237
H 3.84821 -3.22843 1.90797
H 2.62647 -2.07403 2.65849
H 4.37291 -2.02523 2.96659
H 5.34466 -1.19911 -0.99367
H 4.64376 0.27523 -0.59314
C 1.29535 3.93518 -1.61192
C 1.31409 5.48314 -1.70126
C -0.05811 6.02618 -1.92262
O -0.18249 7.47970 -2.08465
C 0.33331 7.98140 -3.31441
N 1.75098 5.98465 -0.47042
H 0.51914 3.56897 -2.28384
H 1.19211 3.62572 -0.57188
H 2.17447 3.60608 -2.16595
H 2.09841 5.76367 -2.40429
H -0.72346 5.75044 -1.10446
H -0.53095 5.57997 -2.79751
H 0.07560 7.45042 -4.23078
H 1.37917 8.28713 -3.34253
H -0.19952 8.92004 -3.46656
H 1.36730 5.35606 0.22079
H 2.73439 5.78882 -0.34941
C -4.10719 -2.87610 -1.16188
C -3.54456 -2.28536 0.04149
C -4.39949 -2.76081 1.30336
C -4.01064 -4.18120 1.71470
C -2.52208 -4.19496 2.13282
C -1.57681 -3.77903 0.99073
N -2.10689 -2.61302 0.30479
O -1.30224 -2.33691 -0.82245
C -0.26015 -3.55752 1.62729
C -1.52390 -5.00599 0.07576
C -3.71505 -0.73332 0.07798
H -3.56927 -2.82242 -2.10838
H -4.99701 -2.26408 -1.30935
H -4.48493 -3.89060 -1.03456
H -4.12236 -2.06526 2.09551
H -5.45612 -2.57726 1.10859
H -4.17841 -4.92359 0.93444
H -4.73504 -4.25753 2.52558
H -2.18398 -5.12569 2.58838
H -2.48301 -3.31256 2.77152
H 0.51911 -3.19962 0.95441
H -0.36389 -2.72004 2.31719
H 0.08934 -4.45295 2.14126
H -1.15254 -5.85400 0.65115
H -2.46212 -5.17747 -0.45191
H -0.80236 -4.85373 -0.72691
H -3.70005 -0.21112 -0.87867
H -3.11637 -0.16737 0.79171
H -4.71086 -0.47211 0.43608
H -0.89322 -1.49349 -0.61524

The computed Löwdin charges, all in e, follow:
1 O 0.3151
2 H 0.0060
3 H 0.1621
4 H 0.1632
5 O 0.3008
6 H 0.1636
7 H 0.0487
8 H 0.1695
9 O 0.3278
10 H 0.1715
11 H 0.0557
12 H 0.1725
13 O -0.3038
14 H 0.0467
15 C -0.0562
16 C -0.4508
17 C -0.1896
18 O -0.2143
19 C -0.0658
20 N 0.0401
21 H 0.0962
22 H 0.0888
23 H 0.0786
24 H 0.1126
25 H 0.1325
26 H 0.1002
27 H 0.0970
28 H 0.0613
29 H 0.0871
30 H 0.0770
31 H 0.0520
32 C -0.0405
33 C -0.4636
34 C -0.1830
35 O -0.1648
36 C -0.1106
37 N 0.0459
38 H 0.0854
39 H 0.0261
40 H 0.0921
41 H 0.1565
42 H 0.1192
43 H 0.1232
44 H 0.0896
45 H 0.0873
46 H 0.0908
47 H 0.0329
48 H 0.0887
49 C -0.0378
50 C -0.4890
51 C -0.1283
52 C -0.1511
53 C -0.1187
54 C -0.5634
55 N -0.0936
56 O -0.0022
57 C -0.0416
58 C -0.0103
59 C -0.0429
60 H 0.1006
61 H 0.0982
62 H 0.0931
63 H 0.1034
64 H 0.1291
65 H 0.1081
66 H 0.1196
67 H 0.1326
68 H 0.1019
69 H 0.0654
70 H 0.0487
71 H 0.1104
72 H 0.0962
73 H 0.0855
74 H 0.0859
75 H 0.0838
76 H 0.0410
77 H 0.0819
78 H 0.0725